No. 1
ORCA calculation (wB97M-V/def2-TZVPD) on 12 unconnected molecules or ions with the total composition C33H48F18N14O36S18 at a distorted geometry.

Properties
Energy relative to the best compared isomer or geometry (same formula, charge and spin)   0.00 kcal/mol
Orbital gap   1.72 eV
Spin multiplicity   1
Total charge   -4

Structure (XYZ):
```
167
C33H48F18N14O36S18, DFT wB97M-V/def2-TZVPD
C 1.170 5.931 8.483
N 2.475 5.413 8.097
C 2.672 4.106 8.458
C 3.843 3.425 8.087
C 4.768 4.059 7.286
C 4.522 5.404 7.004
C 3.447 6.135 7.523
C 5.832 3.258 6.687
C 6.656 2.398 7.469
C 7.548 1.549 6.894
N 7.586 1.496 5.536
C 6.804 2.306 4.708
C 5.954 3.265 5.291
C 8.783 0.685 5.084
H 1.110 6.996 8.257
H 0.922 5.773 9.533
H 0.415 5.436 7.872
H 1.958 3.624 9.108
H 3.795 2.359 8.255
H 5.182 5.926 6.329
H 3.180 7.135 7.216
H 6.618 2.480 8.545
H 8.209 0.969 7.520
H 6.949 2.200 3.643
H 5.282 3.830 4.663
H 8.621 0.631 4.007
H 8.663 -0.261 5.611
H 9.671 1.249 5.368
C 0.183 -2.171 -0.257
N 0.094 -0.810 -0.823
C -1.176 -0.268 -0.970
C -1.321 1.067 -1.223
C -0.201 1.819 -1.469
C 1.067 1.280 -1.356
C 1.197 -0.037 -1.019
C -0.301 3.265 -1.914
C 0.563 3.695 -2.905
C 0.522 5.087 -3.207
N -0.310 5.940 -2.595
C -1.170 5.518 -1.655
C -1.175 4.182 -1.336
C -0.228 7.349 -2.996
H 1.185 -2.583 -0.376
H -0.527 -2.820 -0.769
H -0.058 -2.083 0.803
H -2.004 -0.908 -0.700
H -2.322 1.465 -1.144
H 1.926 1.934 -1.378
H 2.157 -0.433 -0.723
H 1.198 3.068 -3.513
H 1.320 5.570 -3.752
H -1.837 6.210 -1.162
H -1.822 3.770 -0.576
H -0.176 7.967 -2.099
H -1.116 7.533 -3.601
H 0.597 7.615 -3.656
C -0.943 -12.311 0.781
C -2.265 -12.931 0.163
C -3.048 -11.978 -0.785
N -4.215 -12.502 -1.703
C -3.490 -13.402 -2.702
C -4.486 -13.920 -3.762
C -5.094 -12.727 -4.573
C -5.791 -11.678 -3.677
C -4.945 -11.329 -2.454
C -5.257 -13.225 -0.868
H -0.440 -13.053 1.402
H -1.101 -11.388 1.338
H -0.237 -12.230 -0.045
H -2.885 -13.309 0.976
H -2.006 -13.863 -0.340
H -2.238 -11.577 -1.393
H -3.495 -11.137 -0.254
H -2.717 -12.808 -3.188
H -3.150 -14.257 -2.117
H -4.014 -14.581 -4.490
H -5.268 -14.501 -3.273
H -4.240 -12.204 -5.001
H -5.706 -13.045 -5.417
H -6.045 -10.826 -4.308
H -6.777 -12.052 -3.400
H -4.222 -10.534 -2.634
H -5.640 -10.996 -1.682
H -4.664 -14.017 -0.410
H -6.001 -13.621 -1.560
H -5.660 -12.548 -0.115
N 5.957 10.694 2.061
S 4.947 10.348 1.038
O 5.145 10.848 -0.307
O 3.652 9.853 1.438
F 5.702 8.923 0.782
S 5.403 12.287 2.101
O 3.935 12.541 2.098
O 6.177 13.390 1.570
F 5.811 12.365 3.658
N -9.437 5.127 -3.445
S -8.745 4.681 -2.171
O -8.135 5.732 -1.386
O -8.167 3.329 -2.045
F -10.052 4.422 -1.298
S -7.872 5.409 -4.087
O -7.009 4.288 -4.325
O -7.256 6.737 -3.852
F -8.473 5.668 -5.585
N -4.249 19.365 -2.500
S -4.692 18.019 -2.926
O -5.025 17.835 -4.344
O -5.184 17.018 -1.924
F -3.074 17.580 -2.918
S -5.829 19.897 -2.615
O -6.803 19.359 -1.658
O -6.302 20.332 -3.916
F -5.485 21.287 -1.897
N 0.105 -7.723 -5.476
S 1.136 -8.301 -6.342
O 2.369 -7.534 -6.547
O 0.655 -9.216 -7.446
F 1.617 -9.430 -5.250
S -0.511 -6.749 -6.763
O -1.728 -7.312 -7.348
O 0.377 -5.986 -7.660
F -1.252 -5.650 -5.836
N -3.080 0.319 7.200
S -4.257 0.983 6.211
O -5.379 0.115 5.827
O -3.822 2.105 5.387
F -4.919 1.827 7.492
S -2.422 -0.415 6.093
O -1.499 0.391 5.284
O -3.103 -1.591 5.484
F -1.347 -1.135 7.066
N 7.213 0.471 -3.900
S 6.734 -0.456 -5.245
O 7.729 -0.953 -6.199
O 5.426 -0.112 -5.832
F 6.556 -1.803 -4.375
S 7.869 1.425 -4.863
O 7.048 2.245 -5.730
O 9.225 1.096 -5.174
F 8.123 2.552 -3.766
N -7.726 -8.677 4.549
S -6.518 -8.363 5.649
O -6.640 -7.093 6.396
O -5.183 -8.770 5.182
F -6.965 -9.484 6.780
S -7.633 -7.361 3.877
O -6.414 -7.064 3.132
O -8.443 -6.269 4.346
F -8.628 -7.959 2.761
N 1.836 9.580 -9.991
S 0.691 9.457 -11.265
O 0.237 8.090 -11.652
O 0.832 10.454 -12.305
F -0.654 10.004 -10.507
S 2.912 9.272 -10.935
O 3.632 10.221 -11.741
O 2.956 7.908 -11.516
F 4.041 9.055 -9.864
N 7.492 -6.108 6.202
S 6.068 -6.414 6.704
O 6.047 -7.286 7.897
O 5.013 -6.329 5.763
F 5.977 -4.986 7.485
S 7.421 -7.205 4.890
O 7.082 -6.626 3.584
O 6.884 -8.512 5.196
F 9.024 -7.478 4.868
```

---

No. 2
ORCA calculation (wB97M-V/def2-TZVPD) on a molecular structure, C33H48O4PtS at a distorted geometry.

Properties
Orbital gap   1.49 eV
Spin multiplicity   1
Total charge   +2

Structure (XYZ):
```
87
C33H48O4PtS, DFT wB97M-V/def2-TZVPD
C 8.300 3.890 0.566
C 7.753 2.864 1.722
C 7.906 1.256 1.314
C 7.537 0.990 -0.262
C 7.545 -0.630 -0.674
C 6.606 -0.751 -2.017
C 5.916 -2.225 -2.244
C 5.090 -2.804 -0.945
C 3.492 -3.111 -1.297
C 2.687 -3.391 0.103
C 1.109 -2.838 0.084
C 0.839 -2.209 1.574
C -0.475 -1.236 1.693
C -1.438 -1.317 2.864
C -1.249 -2.437 4.072
C -1.564 -3.930 3.394
O -2.458 -4.127 2.408
C -2.747 -0.285 3.002
O -3.220 -0.106 4.238
C -3.343 0.361 1.618
C -4.918 0.884 1.584
C -5.968 0.818 2.840
C -7.556 0.640 2.387
C -8.417 -0.308 3.463
S -9.276 -1.765 2.603
C -5.441 1.518 0.165
C -4.472 1.594 -1.197
C -5.180 2.262 -2.524
C -6.320 1.062 -3.188
C -5.615 -0.002 -4.365
O -6.015 -0.428 -2.827
C -2.890 1.048 -1.185
C -1.956 1.103 -2.527
C -1.675 2.601 -3.130
C -1.840 3.830 -2.060
C -2.344 0.451 0.279
C -0.803 -0.090 0.520
O 0.284 0.357 -0.143
H 7.759 3.802 -0.470
H 8.113 5.008 0.935
H 9.472 3.817 0.396
H 8.397 3.085 2.700
H 6.644 3.134 2.011
H 8.992 0.903 1.622
H 7.096 0.693 1.968
H 8.204 1.594 -1.023
H 6.425 1.350 -0.417
H 7.185 -1.272 0.239
H 8.675 -0.883 -0.900
H 7.333 -0.566 -2.944
H 5.753 0.072 -2.058
H 5.111 -2.102 -3.114
H 6.734 -2.992 -2.601
H 5.635 -3.811 -0.621
H 5.148 -2.045 -0.039
H 3.480 -4.130 -1.917
H 3.074 -2.220 -1.934
H 3.305 -2.841 0.963
H 2.751 -4.545 0.379
H 0.447 -3.814 0.002
H 0.920 -2.088 -0.806
H 1.784 -1.523 1.821
H 0.879 -3.093 2.339
H -2.011 -2.317 4.954
H -0.124 -2.407 4.390
H -0.957 -4.901 3.731
H -5.945 1.773 3.537
H -5.750 -0.110 3.559
H -7.664 0.209 1.290
H -8.094 1.681 2.392
H -7.744 -0.756 4.313
H -9.254 0.335 4.020
H -8.674 -2.040 1.359
H -6.557 1.935 0.127
H -4.448 2.508 -3.402
H -5.900 3.152 -2.230
H -7.505 1.428 -3.372
H -4.429 0.055 -4.478
H -6.309 -0.753 -4.942
H -0.921 0.564 -2.445
H -2.558 0.515 -3.374
H -0.548 2.640 -3.519
H -2.361 2.771 -4.092
H -2.952 4.248 -2.173
H -1.569 3.524 -0.963
H -1.150 4.719 -2.460
Pt -3.776 2.155 -4.665
```

---

Q: The lowest orbital gap belongs to which entry?
A: C33H48O4PtS

---

Q: total charge of number 1 (C33H48F18N14O36S18)?
A: -4